{"formula": "C3H4CrO4", "method": "ωB97M-V/def2-TZVPD", "max_force_ev_per_a": 5.87, "gap_ev": [7.281, 7.498], "multiplicity": 5, "symbols": ["O", "C", "C", "O", "O", "C", "H", "H", "H", "O", "H", "Cr"], "positions_angstrom": [[1.300087, -1.793755, 0.608280], [0.002285, -2.014689, 0.706857], [1.432248, -0.361867, -0.081502], [-0.586078, -2.022752, 1.778351], [-0.600729, -1.428264, -0.340840], [0.083321, -0.182396, -0.675937], [2.227692, -0.432903, -0.829607], [1.789869, 0.318194, 0.702551], [0.118813, -0.135820, -1.775520], [-2.041995, 3.025051, -0.329982], [-2.599530, 3.525240, 0.263859], [-1.125982, 1.503960, -0.026508]], "atomic_forces_ev_per_a": [[2.48, 1.24, -0.81], [-1.16, 5.33, 2.17], [1.38, -2.58, 0.69], [0.36, -2.58, -0.83], [-1.66, -0.67, -1.40], [-1.14, 0.58, -0.18], [-0.01, -0.31, 0.24], [-0.42, -0.34, 0.05], [0.21, -0.25, 0.25], [-0.60, 0.78, 0.33], [-0.12, 0.34, -0.17], [0.68, -1.55, -0.34]]}

{"formula": "C16H19BN6Sn", "method": "ωB97M-V/def2-TZVPD", "max_force_ev_per_a": 5.79, "gap_ev": 6.521, "symbols": ["H", "N", "B", "N", "C", "Sn", "H", "C", "H", "C", "H", "C", "H", "H", "H", "N", "N", "N", "N", "C", "C", "H", "H", "C", "C", "C", "C", "H", "H", "H", "H", "H", "C", "C", "C", "C", "C", "C", "H", "H", "H", "H", "H"], "positions_angstrom": [[-2.029396, -0.550253, 2.759744], [-1.641992, -0.735261, 0.690913], [-1.768179, -1.311877, -1.842039], [-2.339468, -1.205490, -0.379191], [-3.549311, -1.641838, 0.051055], [0.186574, 0.020054, 0.463131], [-4.256697, -2.063090, -0.661586], [-3.637254, -1.449769, 1.430462], [-4.474924, -1.689993, 2.082956], [-2.408764, -0.874901, 1.792577], [-2.702029, -1.609522, -2.556336], [4.063586, 0.022699, 0.910418], [4.806905, 0.448472, 1.597087], [3.868237, 0.902096, 0.159018], [4.487461, -0.756397, 0.260163], [-0.677047, -2.391534, -1.943674], [-1.222269, 0.076729, -2.258510], [0.456072, -2.370016, -1.191308], [-0.398404, 0.795740, -1.457773], [-0.729078, -3.519532, -2.713834], [-1.434601, 0.748918, -3.418537], [-1.568703, -3.697360, -3.386187], [-2.077039, 0.324563, -4.188966], [0.414099, -4.266975, -2.453066], [-0.722484, 1.947083, -3.369888], [1.115045, -3.496440, -1.493564], [-0.090688, 1.931195, -2.111822], [0.701911, -5.219141, -2.898685], [-0.677249, 2.724865, -4.130607], [2.073672, -3.708303, -1.014365], [0.551460, 2.676591, -1.641884], [3.214269, -0.400960, 1.478428], [1.440783, 3.610372, 3.600116], [1.910467, 3.626540, 2.283704], [1.540102, 2.611223, 1.396201], [0.694436, 1.578682, 1.819814], [0.229792, 1.564440, 3.141168], [0.601206, 2.578776, 4.028911], [1.730958, 4.393167, 4.289510], [2.566040, 4.421998, 1.953665], [1.915090, 2.625421, 0.382060], [-0.405506, 0.767975, 3.490553], [0.242920, 2.561053, 5.050167]], "atomic_forces_ev_per_a": [[-0.21, -0.13, -0.33], [-4.02, -0.66, 0.56], [0.00, -0.44, -0.13], [-0.58, -0.18, 0.64], [0.58, 0.24, 0.08], [5.64, -1.26, 0.23], [0.30, 0.15, 0.30], [0.24, 0.06, -0.05], [0.37, 0.08, -0.29], [-0.19, -0.18, -0.72], [0.26, 0.12, 0.12], [0.25, 1.34, -1.34], [-0.02, -0.47, -0.10], [-0.43, -1.64, 1.59], [0.09, 0.09, 0.51], [-0.03, -0.58, -0.21], [-0.01, 0.58, -0.41], [-0.20, -1.15, -0.90], [-0.89, 1.29, -1.37], [0.33, 0.06, 0.28], [0.32, -0.01, 0.62], [0.34, 0.05, 0.29], [0.29, 0.15, 0.33], [-0.29, 0.33, -0.04], [0.02, -0.23, 0.31], [-0.30, 0.39, 0.00], [-0.23, -0.29, -0.13], [-0.14, 0.43, 0.21], [0.00, -0.35, 0.35], [-0.43, 0.12, -0.19], [-0.25, -0.30, -0.19], [0.23, 0.69, -0.65], [-0.13, -0.30, -0.27], [-0.14, -0.41, 0.10], [-0.23, 0.11, 0.93], [-1.38, 1.59, 0.33], [0.76, 0.91, -0.14], [0.23, -0.14, -0.32], [-0.01, 0.00, -0.02], [0.02, 0.04, 0.01], [0.08, 0.03, -0.16], [-0.22, -0.18, 0.13], [0.00, 0.04, 0.05]]}

{"formula": "C38H52ClMoN3O3SSb", "method": "ωB97M-V/def2-TZVPD", "max_force_ev_per_a": 1.55, "gap_ev": [6.401, 6.841], "charge": 1, "multiplicity": 3, "symbols": ["Mo", "C", "N", "C", "C", "N", "C", "S", "C", "C", "C", "C", "C", "N", "H", "H", "H", "H", "H", "H", "H", "H", "H", "O", "C", "O", "C", "C", "C", "C", "C", "C", "H", "H", "H", "H", "H", "C", "C", "C", "C", "Sb", "C", "C", "C", "C", "C", "C", "C", "C", "H", "H", "H", "H", "H", "H", "H", "H", "H", "H", "H", "H", "H", "H", "H", "H", "H", "H", "H", "H", "H", "H", "H", "H", "H", "H", "H", "C", "C", "C", "C", "C", "C", "C", "C", "H", "H", "H", "H", "H", "C", "C", "O", "H", "H", "H", "H", "H", "H", "Cl"], "positions_angstrom": [[-0.228728, 0.172214, 0.487492], [-1.404018, 0.496217, 5.865856], [-1.995239, 0.005323, 4.625544], [-2.574692, -1.254870, 4.468126], [-3.025643, -1.348676, 3.216914], [-2.683448, -0.141753, 2.583262], [-2.070084, 0.726268, 3.480419], [-1.608020, 2.304732, 3.208415], [-3.212101, 0.275733, 1.348974], [-4.567762, 0.201401, 1.118852], [-5.060625, 0.579989, -0.118570], [-4.175827, 1.040887, -1.075179], [-2.835200, 1.092949, -0.751058], [-2.350332, 0.699012, 0.428270], [-2.041251, 0.210167, 6.700346], [-1.342150, 1.577077, 5.803420], [-0.406034, 0.087220, 6.000505], [-2.591988, -1.979618, 5.265911], [-3.486662, -2.165129, 2.686042], [-5.219403, -0.128419, 1.916386], [-6.123918, 0.533908, -0.319420], [-4.500988, 1.354685, -2.058783], [-2.107302, 1.463071, -1.447687], [1.980253, 2.811755, 2.458306], [1.627852, 1.676074, 2.614647], [0.906590, 1.102514, 1.617833], [1.909212, 0.850414, 3.811494], [1.618936, -0.507334, 3.866374], [1.947279, -1.239321, 4.998564], [2.549211, -0.609543, 6.081134], [2.828465, 0.751064, 6.029343], [2.517624, 1.478683, 4.891219], [1.168212, -1.010506, 3.025497], [1.748806, -2.303838, 5.028336], [2.805640, -1.181203, 6.964742], [3.298518, 1.241701, 6.872373], [2.742796, 2.534999, 4.822031], [-0.813496, 2.837759, -3.187238], [-0.358195, 1.474578, -3.711706], [0.381236, 1.740027, -5.029667], [-1.565360, 0.560476, -3.989304], [0.908797, 0.419877, -2.215086], [1.314000, -1.568108, -3.141508], [0.173026, -2.473138, -2.691302], [2.648161, -2.148485, -2.673074], [1.356750, -1.471071, -4.664585], [2.818913, 1.543317, -2.257799], [3.536521, 1.223133, -3.569660], [2.519108, 3.039647, -2.199538], [3.685479, 1.143788, -1.070322], [-1.557768, 3.239266, -3.887235], [0.009220, 3.548178, -3.140055], [-1.259705, 2.825964, -2.201357], [-0.350674, 2.107610, -5.761101], [0.849090, 0.861220, -5.459602], [1.136857, 2.517199, -4.918844], [-2.369913, 1.152019, -4.447126], [-1.974773, 0.074416, -3.102104], [-1.314573, -0.233098, -4.692344], [0.176405, -2.607128, -1.611528], [0.306111, -3.459172, -3.157119], [-0.808012, -2.094949, -2.990105], [2.743245, -2.188951, -1.594776], [3.504763, -1.618725, -3.084163], [2.697373, -3.178537, -3.050263], [0.396056, -1.220582, -5.108766], [1.637850, -2.461400, -5.044329], [2.111589, -0.770190, -5.021293], [2.938149, 1.443758, -4.451091], [3.865761, 0.189229, -3.625222], [4.433370, 1.852434, -3.618684], [2.031432, 3.394447, -3.107464], [3.474204, 3.571780, -2.113592], [1.903847, 3.316927, -1.347583], [3.917297, 0.080660, -1.058086], [3.225084, 1.399509, -0.116251], [4.629508, 1.698272, -1.147329], [-1.055593, -1.684413, 0.444702], [-1.141813, -2.892997, 0.582779], [-1.183455, -4.320188, 0.710328], [0.025596, -5.015285, 0.821080], [0.017511, -6.396269, 0.933990], [-1.187544, -7.089349, 0.927412], [-2.389840, -6.402354, 0.809346], [-2.391893, -5.021281, 0.705335], [0.954437, -4.457142, 0.816183], [0.952518, -6.935147, 1.020783], [-1.190146, -8.168620, 1.015729], [-3.326571, -6.945435, 0.797480], [-3.323851, -4.476642, 0.612040], [-0.134973, 5.282315, 0.250400], [-0.960539, 4.017474, 0.174313], [-0.118119, 2.869982, -0.079787], [-0.781105, 6.138579, 0.453719], [0.394074, 5.464036, -0.687244], [0.599163, 5.213757, 1.057503], [-1.670865, 4.069460, -0.649213], [-1.524159, 3.857161, 1.092339], [0.606471, 2.909090, 0.566123], [1.835998, -1.176519, 0.366921]], "atomic_forces_ev_per_a": [[0.82, -0.18, -1.30], [-0.13, -0.06, -0.11], [0.09, -0.13, 0.25], [0.22, 0.24, 0.30], [0.05, 0.21, -0.35], [-0.10, 0.03, -0.03], [-0.12, -0.31, 0.10], [-0.12, -0.21, 0.13], [-0.06, -0.27, 0.33], [-0.20, 0.04, 0.10], [-0.13, -0.01, 0.01], [0.07, 0.05, -0.09], [-0.18, 0.20, -0.11], [0.06, 0.18, -0.31], [0.01, 0.00, -0.01], [-0.01, 0.07, 0.00], [0.10, -0.05, -0.02], [0.03, 0.10, -0.04], [0.05, 0.11, 0.01], [0.01, 0.00, -0.03], [0.05, -0.02, 0.00], [0.01, 0.00, 0.08], [0.04, -0.03, -0.09], [0.16, 0.35, -0.03], [-0.41, -0.32, -0.47], [0.42, 0.37, 1.20], [-0.05, -0.05, -0.09], [-0.03, -0.12, 0.10], [0.00, 0.04, 0.01], [-0.03, 0.00, 0.00], [0.00, 0.03, 0.00], [0.06, 0.06, 0.15], [-0.03, -0.01, -0.13], [-0.02, 0.04, 0.01], [0.00, 0.02, -0.02], [-0.01, -0.02, -0.03], [-0.01, -0.03, 0.01], [-0.09, 0.04, -0.13], [0.09, -0.18, -0.01], [-0.16, 0.08, -0.01], [-0.03, 0.13, -0.07], [-0.08, -0.01, 0.03], [-0.02, 0.24, 0.13], [0.06, -0.19, -0.11], [-0.03, -0.17, -0.07], [0.04, -0.16, -0.03], [-0.24, -0.07, 0.06], [0.10, 0.07, 0.07], [0.13, 0.02, -0.05], [0.13, 0.10, -0.07], [0.06, 0.00, 0.03], [-0.03, -0.01, 0.01], [-0.01, -0.04, 0.02], [0.05, 0.00, 0.06], [-0.02, -0.02, -0.01], [-0.01, -0.01, 0.00], [0.09, -0.06, 0.02], [-0.02, 0.04, 0.04], [0.01, 0.01, 0.03], [0.01, 0.00, -0.02], [-0.04, 0.09, 0.03], [0.02, -0.01, 0.00], [-0.01, -0.03, -0.02], [0.00, -0.01, -0.01], [0.02, 0.08, 0.01], [0.00, 0.01, 0.01], [-0.05, 0.06, 0.01], [0.00, -0.03, 0.01], [0.00, 0.02, 0.01], [0.02, 0.00, 0.01], [-0.04, -0.04, -0.01], [0.05, -0.01, 0.01], [-0.06, -0.03, -0.02], [-0.02, 0.00, 0.05], [0.00, 0.00, -0.01], [-0.04, 0.00, 0.02], [-0.06, -0.04, 0.02], [0.48, -0.11, 0.18], [-0.43, -0.28, 0.08], [0.05, 0.21, -0.06], [-0.02, -0.04, -0.01], [-0.01, 0.03, 0.00], [0.02, 0.01, 0.01], [0.00, 0.02, 0.01], [-0.02, 0.00, 0.02], [-0.02, -0.03, 0.00], [-0.03, 0.02, 0.00], [0.00, 0.03, -0.02], [0.03, 0.02, 0.01], [0.03, -0.02, -0.01], [0.03, 0.03, -0.01], [0.08, -0.01, -0.01], [-0.14, -0.07, 0.07], [0.03, -0.03, -0.01], [-0.02, -0.01, 0.03], [-0.03, 0.00, -0.02], [-0.02, -0.02, -0.07], [0.00, -0.04, 0.01], [-0.04, 0.02, 0.08], [-0.40, 0.07, 0.17]]}